w:
CH2N2OS2 | the ωB97M-V functional and the def2-TZVPD basis

Element x y z (Å)
O  1.171  0.994  0.785
S  3.684  0.317  -0.524
C  -0.194  0.820  0.540
N  0.645  -0.937  -0.241
H  0.589  -1.689  -0.813
S  2.171  -0.277  0.494
N  -0.522  -0.206  -0.156
H  -0.947  1.501  0.898

Results
HOMO-LUMO gap   8.7 eV
Multiplicity   1
HOMO energy   -8.9 eV

Partial charges, natural (NBO), in e: atom 1 (O): -0.689, atom 2 (S): -0.337, atom 3 (C): 0.288, atom 4 (N): -0.675, atom 5 (H): 0.387, atom 6 (S): 1.046, atom 7 (N): -0.231, atom 8 (H): 0.211

x:
CH2N2OS2 | the ωB97M-V functional and the def2-TZVPD basis

Element x y z (Å)
H  1.100  -1.689  -0.182
O  3.207  -0.622  -0.018
H  -1.331  1.650  0.608
N  1.088  -0.719  -0.006
N  2.184  0.005  0.083
S  -0.150  1.612  -0.035
S  -1.592  -0.917  0.007
C  -0.152  -0.158  -0.030

Results
SMILES   O=NNC(=S)S
HOMO-LUMO gap   8.2 eV
Multiplicity   1
HOMO energy   -9.2 eV

Partial charges, natural (NBO), in e: atom 1 (H): 0.404, atom 2 (O): -0.321, atom 3 (H): 0.155, atom 4 (N): -0.445, atom 5 (N): 0.264, atom 6 (S): 0.080, atom 7 (S): -0.021, atom 8 (C): -0.116

Least stable: w

w:
CH2N2OS2 | the ωB97M-V functional and the def2-TZVPD basis

Element x y z (Å)
S  -0.033  -0.007  -1.367
N  -0.310  -0.366  1.348
C  -0.528  0.571  0.278
H  0.230  1.331  0.693
N  0.236  -1.450  1.088
O  1.042  0.808  -1.882
S  0.816  -1.851  -0.389
H  -1.454  0.964  0.231

Results
HOMO-LUMO gap   9.3 eV
Multiplicity   1
HOMO energy   -9.7 eV

Partial charges, natural (NBO), in e: atom 1 (S): 1.119, atom 2 (N): -0.119, atom 3 (C): -0.535, atom 4 (H): 0.271, atom 5 (N): -0.291, atom 6 (O): -0.921, atom 7 (S): 0.240, atom 8 (H): 0.236

x:
CH2N2OS2 | the ωB97M-V functional and the def2-TZVPD basis

Element x y z (Å)
N  1.255  -1.782  -0.197
S  1.652  0.832  0.526
H  -2.901  0.491  0.449
H  0.758  -2.308  -0.893
S  -1.717  0.045  -0.181
N  0.344  1.752  -0.080
C  1.361  -0.601  -0.120
O  -0.752  1.570  0.495

Results
HOMO-LUMO gap (spin up / spin down)   6.6 / 6.6 eV
Multiplicity   1
HOMO energy (spin up / spin down)   -8.1 / -8.1 eV

Partial charges, natural (NBO), in e: atom 1 (N): -0.566, atom 2 (S): 0.515, atom 3 (H): 0.144, atom 4 (H): 0.431, atom 5 (S): -0.063, atom 6 (N): -0.388, atom 7 (C): 0.266, atom 8 (O): -0.340

Least stable: x

w:
C33H44N3O2 | the ωB97M-V functional and the def2-TZVPD basis

Element x y z (Å)
C  -2.995  -1.193  1.650
H  -1.779  0.970  6.092
C  -2.080  0.040  -0.318
H  -3.741  -2.071  3.447
C  4.858  3.016  -0.497
C  -2.500  0.163  6.250
N  -2.229  -0.914  5.267
H  7.184  0.758  -3.049
H  -2.349  -2.653  7.834
H  -9.057  -1.844  -4.417
H  -3.594  -1.819  1.014
H  4.872  -1.969  -0.562
H  -0.765  -1.930  7.999
H  6.861  5.350  -1.566
H  4.200  2.950  -1.374
C  5.918  -0.126  -0.392
N  -5.830  -1.467  -4.278
H  -5.225  -3.273  -5.214
C  -7.147  -0.783  -4.395
H  4.641  5.183  -0.771
H  -4.722  -0.595  0.063
H  7.027  3.167  -2.452
H  -3.385  -0.468  -4.668
H  -0.523  0.682  3.934
C  -5.271  -1.054  -1.920
H  -7.960  -3.918  -4.569
H  -5.867  -3.468  -3.589
C  -1.193  0.389  1.934
O  4.690  1.763  1.508
H  -1.193  0.532  -0.682
H  5.573  1.411  -3.273
C  -1.709  -1.852  7.448
C  7.097  3.184  -1.362
C  -3.642  -0.538  -3.624
H  -3.498  0.578  6.066
C  5.639  -0.765  -3.153
C  6.234  -1.844  -2.239
C  2.299  2.389  2.018
H  5.259  4.709  0.798
C  6.138  0.631  -2.747
H  -7.020  0.117  -5.007
O  2.813  2.854  0.813
C  -2.168  -0.689  3.859
H  4.544  -0.794  -3.083
C  -1.229  0.187  3.287
H  -0.434  -1.935  5.658
H  -0.463  1.056  1.512
N  6.091  2.237  -0.824
H  -1.800  0.171  8.325
H  5.849  0.139  0.650
C  4.118  2.465  0.703
H  -8.461  -1.429  -6.008
H  -1.788  0.229  -2.944
H  6.547  -2.146  -0.107
C  -8.142  -1.773  -5.017
C  -7.417  -3.135  -5.112
C  6.038  0.882  -1.273
H  7.454  4.842  0.005
C  5.311  4.474  -0.271
C  -2.753  -0.153  -2.660
C  -6.009  -2.928  -4.531
H  -7.360  -3.477  -6.152
C  -3.069  -0.260  -1.285
C  5.877  -1.578  -0.764
C  -4.387  -0.659  -0.955
H  5.872  -0.972  -4.206
H  1.293  2.781  2.171
C  -2.377  -0.469  7.647
H  -1.849  -2.982  5.560
C  -4.912  -1.031  -3.277
H  2.954  2.728  2.822
C  -1.490  -2.017  5.934
H  -6.256  -1.406  -1.661
H  8.103  2.848  -1.092
H  -7.461  -0.447  -3.402
C  -2.109  -0.253  1.068
H  7.325  -1.861  -2.360
H  2.280  1.298  2.005
C  6.759  4.572  -0.799
H  -3.366  -0.579  8.107
C  -3.035  -1.388  3.004
H  5.892  -2.840  -2.550

Results
HOMO-LUMO gap   3.8 eV
Multiplicity   1
HOMO energy   -9.2 eV
Total charge   +1

Atomic partial charges in e from the Mulliken method, atoms 1 to 8: atom 1 (C): -0.987, atom 2 (H): 0.332, atom 3 (C): -0.397, atom 4 (H): 0.512, atom 5 (C): 0.596, atom 6 (C): -0.602, atom 7 (N): 0.156, atom 8 (H): 0.285

x:
C33H44N3O2 | the ωB97M-V functional and the def2-TZVPD basis

Element x y z (Å)
H  0.105  4.514  -4.333
H  -0.883  -1.493  1.358
C  -1.824  0.860  -3.651
N  -1.024  2.806  -4.907
H  -1.763  -5.291  1.581
H  1.123  3.991  3.860
C  -0.047  1.289  0.865
H  -3.135  -4.137  -0.672
H  2.674  -1.819  4.259
C  2.363  0.493  2.002
H  2.741  4.815  5.332
C  2.139  3.952  3.435
C  -2.158  2.860  -5.797
C  0.545  0.068  0.464
N  -0.675  -3.896  0.416
C  0.562  2.131  1.791
C  3.720  2.153  3.843
H  3.517  1.301  4.515
H  -4.377  -2.091  -0.860
H  4.503  1.819  3.145
C  -2.468  -0.502  0.402
N  2.518  2.582  3.168
H  3.697  5.367  3.938
C  1.876  -2.548  4.125
H  -1.710  -5.678  -0.157
H  -2.725  0.820  -4.273
H  0.116  -6.326  2.022
C  -1.257  -1.448  0.311
C  -0.496  0.025  -1.763
H  -2.708  -0.078  -0.582
O  -0.037  -3.986  3.102
C  -0.197  -0.868  -0.512
H  2.147  -3.508  4.576
C  0.721  -3.771  0.808
H  -0.998  1.622  0.425
H  1.381  1.113  -1.494
H  -0.514  5.644  -6.237
C  1.725  -0.334  1.086
C  4.221  3.367  4.642
H  0.210  4.392  -7.256
C  -1.618  -0.081  -2.625
H  -2.210  0.341  1.052
C  1.298  -5.182  0.624
C  -3.713  -1.145  0.976
C  0.748  -3.503  2.307
H  1.269  -2.978  0.293
H  2.121  4.551  2.510
H  -2.348  -0.883  -2.498
H  -1.919  3.660  -7.804
H  4.269  3.113  5.704
H  2.168  -1.299  0.834
H  -3.098  3.023  -5.245
C  -2.982  -3.424  0.150
H  -2.639  4.799  -6.658
C  0.117  -6.085  0.955
C  -0.486  4.569  -6.432
H  -4.533  -0.422  1.005
C  -1.579  -2.940  0.152
C  0.455  1.010  -2.071
H  0.975  3.358  -5.351
C  1.830  1.760  2.326
C  -1.880  4.022  -6.773
C  -4.105  -2.383  0.170
H  2.172  -5.356  1.261
H  0.117  -7.023  0.394
H  5.222  3.660  4.310
H  0.091  3.083  2.047
H  0.452  -1.694  -0.869
C  -1.137  -5.254  0.674
H  -3.131  -3.982  1.081
H  1.016  2.738  -3.224
H  -2.274  1.913  -6.348
O  1.755  -2.704  2.702
H  1.605  -5.320  -0.419
H  -3.511  -1.411  2.013
H  0.939  -2.183  4.556
H  -4.991  -2.858  0.618
C  3.211  4.501  4.396
C  0.279  1.937  -3.086
H  3.318  0.181  2.419
C  -0.864  1.868  -3.924
C  -0.015  3.813  -5.180

Results
SMILES   COC(=O)[C@H]1CCC/[N+]1=C1\CCCC[C@@H]1C(c1ccc(N2CCCC2)cc1)c1ccc(N2CCCC2)cc1
HOMO-LUMO gap   5.9 eV
Multiplicity   1
HOMO energy   -9.3 eV
Total charge   +1

Atomic partial charges in e from the Mulliken method, atoms 1 to 8: atom 1 (H): 0.325, atom 2 (H): 0.195, atom 3 (C): -1.175, atom 4 (N): 0.073, atom 5 (H): 0.299, atom 6 (H): 0.305, atom 7 (C): 0.068, atom 8 (H): 0.363

Least stable: w